[1]
The following is a quantum chemistry calculation of a molecular structure, H3N5O3 at a distorted geometry, from OMol25.

net charge: 0
energy relative to the best compared isomer or geometry (same formula, charge and spin): 0.702 eV
gap between HOMO and LUMO (alpha / beta): 8.758 / 8.761 eV
HOMO level (alpha / beta): -9.4 / -9.4 eV

```
11
Properties=species:S:1:pos:R:3:mulliken_charge:R:1
N -0.1642 1.0837 1.3160 0.761
N -0.5981 0.0043 1.0604 -0.336
N 0.0285 2.1259 1.7380 -0.511
N 0.0768 -0.8657 0.1954 -0.399
N -1.8771 3.6764 -0.6975 0.669
O -2.6112 3.1956 0.0666 -0.404
O -0.5033 1.7688 -1.6545 -0.390
O -1.0305 3.3174 -1.4369 -0.167
H 0.2262 -1.7285 0.7130 0.250
H -0.4265 -1.2138 -0.6547 0.242
H 0.0873 2.0258 -2.3095 0.285
```

[2]
The following is a quantum chemistry calculation of C7H11NOS in the gas phase at a distorted geometry, from OMol25.

net charge: 0
energy relative to the best compared isomer or geometry (same formula, charge and spin): 4.427 eV
gap between HOMO and LUMO (alpha / beta): 7.384 / 7.383 eV
HOMO level (alpha / beta): -8.6 / -8.6 eV

```
21
Properties=species:S:1:pos:R:3:mulliken_charge:R:1
C 0.4690 0.4935 0.2865 0.099
C 1.4811 0.8966 1.0051 0.708
C 2.3747 -1.7881 0.6142 0.712
C 1.5643 2.2073 1.7196 -1.253
C -1.7476 -0.6228 0.5680 -0.972
C 0.8840 -2.6911 -1.0504 -0.941
C -0.8700 0.4199 -0.1679 -0.771
N 1.5163 -1.6871 -0.3264 -0.353
O 2.9838 -2.8211 0.9655 -0.662
S 2.8908 -0.1486 1.3494 -0.233
H 1.2823 2.9301 0.9859 0.355
H 2.4134 2.1511 2.3783 0.380
H 0.7112 2.4343 2.4179 0.307
H -2.4085 -1.1634 -0.0653 0.294
H -2.2983 0.0290 1.4214 0.291
H -0.9697 -1.3336 0.9351 0.307
H 1.1095 -3.7165 -0.7323 0.362
H -0.1883 -2.6050 -1.0964 0.265
H 1.2514 -2.7530 -2.1620 0.261
H -1.3378 1.4053 -0.2163 0.459
H -0.8414 0.2188 -1.1379 0.385
```

[3]
The following is a quantum chemistry calculation of 2 unconnected molecules or ions with the total composition C3H10N4 at a distorted geometry, from OMol25.

net charge: +2
energy relative to the best compared isomer or geometry (same formula, charge and spin): 3.439 eV
gap between HOMO and LUMO: 9.532 eV
HOMO level: -19.3 eV

```
17
Properties=species:S:1:pos:R:3:mulliken_charge:R:1
C 0.0067 -1.3328 0.0046 0.051
C -0.2384 0.2707 -1.3992 -0.396
C -0.3789 -2.1507 -2.3161 -0.756
N 0.0800 -0.2202 0.6888 -0.239
N -0.1543 -1.1531 -1.2894 0.078
N -0.2172 0.7537 -0.0960 -0.064
N -1.5444 1.4927 3.7717 -0.594
H 0.2325 -2.2375 0.5869 0.486
H 0.4721 0.7142 -2.0030 0.403
H -1.2561 0.3633 -1.9913 0.419
H -1.0237 -2.9250 -1.9079 0.371
H -0.9282 -1.7359 -3.2567 0.333
H 0.5950 -2.5264 -2.7093 0.321
H -2.5485 2.0093 3.8017 0.450
H -1.5338 0.7660 4.4921 0.390
H -0.8622 2.1937 3.3092 0.434
H -1.5333 0.9453 2.8708 0.314
```

[4]
The following is a quantum chemistry calculation of a molecular structure, C28H16Cl6MgN2O5, from OMol25.

net charge: -2
gap between HOMO and LUMO: 5.933 eV
HOMO level: -1.8 eV

```
58
Properties=species:S:1:pos:R:3:mulliken_charge:R:1
Mg 0.0169 0.2294 -0.1237 1.597
C 3.1581 3.2726 0.8243 -0.424
O 3.8747 2.3622 1.6530 -0.541
C 4.0159 1.0595 1.2311 -0.054
C 5.2230 0.4608 1.5174 -0.596
C 5.4922 -0.8593 1.1437 -0.652
C 4.5222 -1.5531 0.4509 -0.816
C 3.2795 -0.9803 0.1580 1.050
C 2.3335 -1.7949 -0.5995 -0.957
N 1.1314 -1.4636 -0.8620 1.135
N 0.4204 -2.3663 -1.6547 -1.206
C -0.8410 -1.9910 -1.6965 0.426
O -1.3848 -1.0114 -1.1091 -0.781
C -1.7229 -2.8336 -2.5762 0.150
C -1.3908 -4.1427 -2.9119 -0.314
C -2.2294 -4.8949 -3.7226 -0.582
C -3.4059 -4.3425 -4.2149 -0.321
C -3.7395 -3.0353 -3.8828 -0.545
C -2.9075 -2.2886 -3.0600 -0.419
C 2.9575 0.3429 0.5864 0.597
O 1.8146 0.8918 0.4073 -0.187
H 3.4222 4.2635 1.1987 0.308
H 2.0843 3.1138 0.8627 -0.019
H 3.4755 3.1803 -0.2186 0.225
H 5.9653 1.0576 2.0365 0.401
H 6.4467 -1.3136 1.3793 0.344
H 4.7082 -2.5705 0.1199 0.327
H 2.6969 -2.7529 -0.9837 0.184
H -0.4624 -4.5476 -2.5325 0.430
H -1.9637 -5.9160 -3.9727 0.341
H -4.0592 -4.9279 -4.8519 0.346
H -4.6545 -2.5958 -4.2631 0.369
H -3.1576 -1.2765 -2.7681 0.434
Cl -1.1009 0.6678 7.3163 -0.299
C -0.9341 0.2974 5.6027 0.162
C -0.9517 -1.0421 5.1815 -0.442
C -0.8176 -1.3554 3.8583 -0.722
C -0.6483 -0.3487 2.8444 -0.037
O -0.4959 -0.6765 1.6380 -0.708
C -0.6626 1.0065 3.3162 1.050
C -0.5809 2.1350 2.4116 -0.254
O -0.5728 2.1033 1.1952 -0.428
C -0.7909 1.2974 4.6822 -0.838
H -1.0705 -1.8261 5.9205 0.370
H -0.8236 -2.3852 3.5252 0.420
H -0.5432 3.1224 2.9189 0.105
H -0.7812 2.3348 5.0004 0.341
Cl 2.2111 1.4224 -2.6857 -0.224
C 0.5643 2.0442 -2.8237 1.125
C -0.3705 1.6845 -1.8652 -1.850
C -1.6297 2.2208 -2.0881 1.061
Cl -2.9431 1.7885 -0.9889 -0.201
C -1.9591 3.0624 -3.1485 -0.372
Cl -3.5662 3.7004 -3.3578 -0.247
C -0.9747 3.3987 -4.0721 0.629
Cl -1.3421 4.4428 -5.4107 -0.241
C 0.3044 2.8788 -3.9115 -0.404
Cl 1.5335 3.2886 -5.0729 -0.244
```

[5]
The following is a quantum chemistry calculation of a molecular structure, C47H51AsN9OPRuSSi2, from OMol25.

spin multiplicity: 2
net charge: +1
expectation value of S²: 0.76
energy relative to the best compared isomer or geometry (same formula, charge and spin): 0.076 eV
gap between HOMO and LUMO (alpha / beta): 7.962 / 6.395 eV
HOMO level (alpha / beta): -9.9 / -10.1 eV

```
114
Properties=species:S:1:pos:R:3:mulliken_charge:R:1
Ru 0.5234 -1.3672 0.5563 -1.284
C -2.5792 0.7815 4.7716 -1.039
N -2.0140 -0.0710 3.7324 0.995
C -1.2642 0.2292 2.6728 -0.623
N -0.8238 -0.8804 2.1007 0.834
C -1.3609 -1.8595 2.8868 -1.198
N -2.0893 -1.4118 3.8737 -1.220
C -3.5472 1.8530 4.3320 0.939
C -3.9610 2.7398 5.3237 -0.987
C -4.8771 3.7372 5.0429 -0.636
C -5.3644 3.8847 3.7554 -0.981
C -4.9313 3.0218 2.7562 -0.160
C -4.0370 1.9901 3.0441 0.044
C -5.3955 3.2708 1.3923 0.476
N -6.2800 4.1185 1.0065 -0.496
N -6.2957 4.0623 -0.3833 -0.504
C -5.4189 3.1864 -0.7197 0.646
O -4.8036 2.6243 0.3558 -0.178
C -4.9847 2.8100 -2.0627 -0.209
C -5.4808 3.5156 -3.1524 -1.059
C -5.0251 3.2091 -4.4244 -0.677
C -4.0804 2.2113 -4.6031 -0.940
C -3.5973 1.4934 -3.5135 0.747
C -2.5815 0.4072 -3.7677 -1.214
N -2.1163 -0.2537 -2.5634 1.703
C -1.0707 0.0156 -1.7942 -1.647
N -1.0433 -0.8199 -0.7634 1.374
C -2.1601 -1.5842 -0.9578 -1.147
N -2.8383 -1.2674 -2.0286 -0.990
C -4.0545 1.7911 -2.2426 -0.226
H -1.7564 1.2516 5.3131 0.460
H -3.0587 0.0778 5.4499 0.404
H -1.0494 1.2360 2.3647 0.267
H -1.1566 -2.8989 2.7416 0.652
H -3.5692 2.6386 6.3295 0.465
H -5.2000 4.4113 5.8244 0.418
H -6.0601 4.6737 3.5061 0.523
H -3.7282 1.3153 2.2554 0.832
H -6.2052 4.3020 -2.9916 0.534
H -5.4021 3.7551 -5.2783 0.410
H -3.7192 1.9857 -5.6001 0.482
H -1.7089 0.8122 -4.2814 0.242
H -3.0033 -0.3794 -4.3930 0.475
H -0.3548 0.7917 -2.0021 0.779
H -2.4621 -2.3740 -0.2935 0.731
H -3.6946 1.2398 -1.3839 0.946
C 5.5450 -4.4819 -2.7962 -0.679
C 4.7853 -3.7367 -3.6789 -0.751
C 3.6525 -3.0620 -3.2374 -1.024
C 3.2611 -3.1259 -1.9008 1.300
C 4.0432 -3.8791 -1.0226 0.016
C 5.1708 -4.5499 -1.4607 -0.801
P 1.6930 -2.3414 -1.3478 1.874
C 1.1671 -1.5362 -2.8934 0.565
C 1.6952 -0.2795 -3.1829 -0.599
C 1.3874 0.3587 -4.3760 -0.554
C 0.5447 -0.2590 -5.2922 -0.848
C 0.0099 -1.5089 -5.0088 -0.820
C 0.3235 -2.1480 -3.8160 -0.280
C 0.6002 -3.7194 -0.9660 0.149
C 0.4845 -4.9448 -1.6138 -0.317
C -0.3763 -5.8941 -1.0947 -0.975
C -1.0611 -5.5924 0.0768 -1.137
C -0.9074 -4.3691 0.7210 -0.975
C -0.0587 -3.3592 0.2301 1.043
H 6.4250 -5.0075 -3.1425 0.388
H 5.0673 -3.6767 -4.7220 0.442
H 3.0834 -2.4809 -3.9475 0.412
H 3.7839 -3.9467 0.0202 0.078
H 5.7627 -5.1230 -0.7592 0.445
H 2.3537 0.2042 -2.4671 0.550
H 1.8049 1.3338 -4.5930 0.451
H 0.3116 0.2299 -6.2296 0.414
H -0.6407 -1.9964 -5.7236 0.460
H -0.1023 -3.1198 -3.5992 0.447
H 1.0688 -5.1544 -2.5039 0.557
H -0.5061 -6.8527 -1.5786 0.428
H -1.7287 -6.3303 0.5053 0.415
H -1.4815 -4.2648 1.6324 0.353
C -0.4588 3.4811 1.0412 -1.035
Si 1.3775 3.1114 1.1203 0.553
C 2.0501 3.6193 2.7898 -1.128
C 2.1222 4.1530 -0.2407 -1.090
As 1.8150 0.8059 0.7533 0.369
Si 4.1630 0.7523 1.0996 0.482
C 4.8489 -0.8118 0.3713 -0.749
C 4.5498 0.7878 2.9269 -0.898
C 5.0236 2.1923 0.2780 -1.296
H -0.6005 4.5534 1.2003 0.469
H -1.0580 2.9748 1.7956 0.166
H -0.8721 3.2341 0.0610 0.237
H 1.6703 4.6093 3.0547 0.439
H 3.1402 3.6742 2.7824 0.281
H 1.7595 2.9234 3.5799 0.330
H 1.9965 5.2075 0.0220 0.343
H 1.5943 3.9823 -1.1815 0.294
H 3.1796 3.9772 -0.4132 0.294
H 4.4147 -1.6939 0.8396 0.044
H 5.9293 -0.8382 0.5376 0.570
H 4.6747 -0.8849 -0.7037 0.195
H 4.0234 0.0115 3.4793 0.186
H 4.3040 1.7497 3.3796 0.271
H 5.6235 0.6220 3.0534 0.402
H 4.7342 2.3114 -0.7668 0.338
H 6.0983 1.9908 0.3016 0.418
H 4.8548 3.1393 0.7917 0.304
S 2.9511 -3.7229 3.6455 -0.207
C 2.4845 -2.2115 4.2803 -0.209
C 1.8377 -1.4944 3.3333 -1.613
N 1.7040 -2.1219 2.1092 1.535
C 2.2508 -3.3110 2.1601 -0.549
H 2.7097 -1.9226 5.2929 0.497
H 1.4491 -0.4967 3.4543 0.481
H 2.1741 -4.0164 1.3518 0.289
```

[6]
The following is a quantum chemistry calculation of C4H4ClF in the gas phase at a distorted geometry, from OMol25.

net charge: 0
SMILES: F/C=C/C=C/Cl
energy relative to the best compared isomer or geometry (same formula, charge and spin): 0.315 eV
gap between HOMO and LUMO: 9.956 eV
HOMO level: -8.9 eV

```
10
Properties=species:S:1:pos:R:3:mulliken_charge:R:1
C 0.0450 1.6413 -0.8250 -0.185
C 0.2406 0.7696 0.1588 -0.012
C -0.3292 -0.5659 0.0460 -0.017
C 0.0264 -1.6003 0.7954 -0.461
H -0.5239 1.2758 -1.6848 0.295
H 0.9096 1.1344 0.9773 0.282
H -1.1365 -0.7220 -0.7925 0.152
H 0.7998 -1.4972 1.5120 0.360
F 0.5040 2.8538 -0.8849 -0.231
Cl -0.5358 -3.2895 0.6977 -0.183
```